*A*
{
  "formula": "C19H25N5OS",
  "method": "the ωB97M-V functional and the def2-TZVPD basis",
  "symbols": ["C", "H", "C", "C", "H", "O", "H", "C", "N", "C", "N", "C", "N", "C", "C", "C", "C", "S", "C", "C", "C", "C", "H", "H", "H", "H", "H", "H", "H", "H", "N", "C", "C", "C", "N", "C", "H", "H", "H", "H", "C", "H", "H", "H", "H", "H", "H", "H", "H", "H", "H"],
  "xyz": [[-1.41514, -2.48789, 3.26277], [-2.01955, -2.05087, 2.50473], [-0.38951, -1.76491, 4.03044], [0.34297, -0.71656, 2.94410], [-0.39324, -0.13716, 2.26018], [1.20611, 0.31918, 3.60084], [1.74092, -0.07526, 4.18418], [1.26517, -1.49593, 1.83431], [1.74994, -0.54788, 0.81979], [0.73362, -0.07720, -0.11126], [-0.27259, -0.63939, 0.04414], [-1.12101, -0.31275, -1.02120], [-1.17880, 0.59630, -2.14551], [0.07865, 1.24406, -1.82925], [1.16019, 0.85673, -1.10025], [2.25057, 1.89364, -1.26163], [1.95845, 2.67383, -2.39453], [0.47448, 2.60089, -3.05546], [3.09561, 3.46876, -2.68827], [4.18767, 3.87458, -1.65079], [4.74736, 2.36200, -1.32113], [3.63092, 1.84173, -0.40170], [3.46588, 2.14575, 0.59428], [3.84464, 0.78689, -0.27975], [5.16690, 1.59299, -2.09456], [5.49530, 2.45161, -0.57125], [3.70199, 4.36099, -1.03539], [5.08638, 4.26428, -2.02270], [3.52320, 3.38074, -3.72556], [2.53506, 4.60103, -2.98905], [-2.44394, -0.98703, -0.89353], [-3.51347, -0.89392, -1.90787], [-4.55538, -1.66371, -1.26671], [-4.01881, -2.20483, -0.27685], [-2.77451, -1.73774, -0.02522], [-4.56669, -3.23525, 0.97514], [-5.42696, -2.90145, 1.19611], [-4.00607, -3.29379, 1.66620], [-4.92736, -4.06272, 0.26503], [-5.40833, -1.72034, -1.60786], [-3.77271, 0.13475, -3.00050], [-2.74181, 0.04502, -3.56764], [-3.45266, 1.17617, -2.80852], [-4.59064, -0.02289, -3.67516], [2.51663, 0.13878, 1.12995], [1.90915, -1.99785, 2.29969], [0.40073, -2.12082, 1.33638], [0.23131, -2.26497, 4.36518], [-0.76289, -1.14259, 4.71288], [-1.92410, -2.84304, 3.97409], [-0.82363, -3.41200, 2.72870]],
  "charge": 0,
  "mol_weight_g_mol": 371.51,
  "homo_ev": -7.565,
  "smiles": "CC[C@@H](O)CNc1nc(-n2nc(C)cc2C)nc2sc3c(c12)CCCC3"
}


*B*
{
  "formula": "C19H25N5OS",
  "method": "the ωB97M-V functional and the def2-TZVPD basis",
  "symbols": ["C", "C", "O", "C", "C", "H", "H", "C", "N", "C", "N", "H", "C", "H", "H", "C", "N", "C", "N", "C", "C", "C", "C", "C", "C", "C", "C", "C", "N", "H", "H", "C", "H", "H", "H", "H", "H", "H", "H", "H", "S", "H", "H", "H", "H", "H", "H", "H", "H", "H", "H"],
  "xyz": [[-5.57791, -0.55909, -0.48467], [-4.22081, 0.14037, -0.51491], [-3.17407, -0.66174, -0.00830], [-3.06228, -0.69465, 1.40318], [-2.14558, 0.41782, 1.93118], [-2.34679, 0.59093, 2.98834], [-2.36177, 1.34097, 1.38712], [-0.66720, 0.05443, 1.76085], [-0.39114, -0.46207, 0.44463], [-0.08809, -1.75501, 0.19987], [-0.17021, -2.14520, -1.09490], [-0.31375, -1.40898, -1.77293], [0.49040, -3.32104, -1.60030], [-0.10919, -3.74115, -2.41157], [0.54360, -4.04140, -0.77950], [1.90775, -3.00353, -2.11476], [2.77287, -2.53683, -1.06106], [2.71245, -1.25727, -0.61857], [2.09786, -0.35731, -1.35132], [2.00962, 0.91096, -0.90826], [1.31377, 1.85647, -1.68786], [1.16238, 3.14088, -1.24567], [1.69325, 3.56354, -0.01079], [2.38168, 2.65929, 0.75710], [2.55650, 1.32934, 0.33431], [3.25731, 0.36772, 1.09004], [3.35578, -0.91848, 0.62526], [4.05934, -1.90975, 1.33528], [4.64846, -2.72882, 1.88271], [3.70887, 0.64457, 2.03292], [2.80460, 2.95720, 1.70704], [1.49842, 4.98326, 0.42589], [0.43695, 5.22429, 0.47579], [1.94091, 5.15482, 1.40371], [1.95963, 5.66446, -0.28857], [0.62507, 3.85876, -1.84975], [0.90871, 1.53875, -2.63689], [3.05538, -3.22497, -0.37627], [1.85902, -2.21425, -2.86837], [2.34672, -3.90227, -2.55240], [0.37899, -2.79476, 1.40432], [-0.79199, 0.06563, -0.31861], [-0.04149, 0.93755, 1.93598], [-0.38323, -0.72406, 2.47396], [-4.05008, -0.61914, 1.86978], [-2.63806, -1.67150, 1.65014], [-3.94220, 0.35090, -1.55199], [-4.27765, 1.09367, 0.02918], [-5.89018, -0.76204, 0.53701], [-6.32595, 0.07151, -0.95723], [-5.51668, -1.50277, -1.02016]],
  "charge": 0,
  "mol_weight_g_mol": 371.51,
  "homo_ev": -7.845,
  "smiles": "CCOCCCNC(=S)NCCNc1nc2ccc(C)cc2cc1C#N"
}


Of them, the most stable is *B* and the least stable is *A*.


*A*
{
  "formula": "C3H3ClOS",
  "method": "the ωB97M-V functional and the def2-TZVPD basis",
  "symbols": ["C", "C", "C", "O", "S", "Cl", "H", "H", "H"],
  "xyz": [[-0.13473, 0.43798, 0.41461], [0.87094, -0.14739, -0.53786], [0.57056, 1.36642, -0.50819], [3.13326, -1.75640, -0.39067], [2.34514, -0.77555, 0.36028], [1.56385, 2.64936, 0.01044], [-1.24343, 0.29950, 0.17016], [0.22007, 0.50138, 1.53280], [0.66269, -0.83948, -1.32064]],
  "charge": 0,
  "mol_weight_g_mol": 122.58,
  "homo_ev": [-8.829, -9.091]
}


*B*
{
  "formula": "C3H3ClOS",
  "method": "the ωB97M-V functional and the def2-TZVPD basis",
  "symbols": ["C", "C", "C", "H", "H", "H", "O", "S", "Cl"],
  "xyz": [[0.95209, 0.48134, -0.03301], [-0.36827, -0.30718, -0.06218], [-1.48253, 0.42719, -0.07674], [1.96982, -1.67284, 0.26200], [-0.24304, -1.34844, -0.15067], [-1.30086, 1.47964, -0.06633], [1.03761, 1.66044, 0.06365], [2.53162, -0.50394, 0.01556], [-3.09644, -0.21620, 0.04772]],
  "charge": 0,
  "mol_weight_g_mol": 122.58,
  "homo_ev": -10.099,
  "smiles": "O=C(S)/C=C/Cl"
}


Of them, the most stable is *B* and the least stable is *A*.


*A*
{
  "formula": "C35H26BN7O4RhS",
  "method": "the ωB97M-V functional and the def2-TZVPD basis",
  "symbols": ["Rh", "N", "C", "N", "C", "N", "N", "C", "C", "C", "C", "C", "C", "N", "C", "C", "C", "C", "C", "C", "H", "H", "H", "H", "H", "H", "H", "H", "H", "H", "H", "O", "S", "O", "N", "C", "C", "C", "C", "C", "C", "C", "C", "N", "C", "C", "C", "C", "C", "C", "C", "H", "H", "H", "H", "H", "H", "H", "H", "H", "H", "H", "O", "B", "O", "C", "C", "C", "C", "C", "C", "H", "H", "H", "H"],
  "xyz": [[0.29754, 0.27492, -0.58608], [-2.91524, 1.45640, 1.99851], [-2.24089, 0.87804, 1.00845], [-1.00368, 1.17018, 0.72920], [-0.32519, 2.10798, 1.50452], [0.97721, 2.32019, 1.26754], [1.41972, 1.54675, 0.34473], [2.77829, 1.53319, -0.02896], [3.09365, 0.61006, -1.01233], [4.40105, 0.44278, -1.52818], [4.63041, -0.49328, -2.50462], [3.56817, -1.26794, -2.97336], [2.29978, -1.07064, -2.43968], [2.05499, -0.17695, -1.49742], [-1.01004, 2.78547, 2.56633], [-0.40546, 3.75428, 3.37909], [-1.12274, 4.34004, 4.39541], [-2.45263, 3.97315, 4.62901], [-3.06632, 3.01993, 3.84524], [-2.34098, 2.42993, 2.81698], [-3.86137, 1.15814, 2.18084], [-2.74942, 0.13102, 0.41255], [3.47957, 2.19433, 0.45705], [5.19798, 1.06201, -1.14089], [5.62470, -0.62836, -2.90745], [3.70983, -2.01340, -3.74163], [1.44793, -1.64612, -2.77866], [0.62461, 4.02100, 3.19169], [-0.65624, 5.08709, 5.02217], [-3.00577, 4.43884, 5.43289], [-4.09390, 2.72918, 4.02409], [1.59444, -0.36694, 2.36752], [0.56888, -1.37384, 2.37308], [-0.61899, -1.15037, 3.16177], [0.14586, -1.55089, 0.79744], [-0.81775, -2.39676, 0.38800], [-1.34563, -3.50032, 1.17248], [-2.23545, -4.35994, 0.61883], [-2.66992, -4.18521, -0.71433], [-2.23649, -3.10221, -1.50748], [-2.66984, -2.89825, -2.82321], [-2.16943, -1.77942, -3.53230], [-1.32550, -0.91381, -2.92149], [-0.90803, -1.06872, -1.60473], [-1.32124, -2.17506, -0.92974], [1.31250, -2.89006, 2.88248], [0.88371, -3.49820, 4.05178], [1.50249, -4.67091, 4.46186], [2.52652, -5.21810, 3.70272], [2.94683, -4.59590, 2.53289], [2.34317, -3.42112, 2.11833], [-1.02038, -3.63197, 2.19168], [-2.61933, -5.18884, 1.19769], [-3.37067, -4.88868, -1.14574], [-3.35758, -3.59358, -3.28267], [-2.45516, -1.60031, -4.55916], [-0.93086, -0.05372, -3.44498], [0.07953, -3.05457, 4.62336], [1.18336, -5.15597, 5.37438], [3.00320, -6.13464, 4.02399], [3.74806, -5.02646, 1.94753], [2.66327, -2.91889, 1.21394], [0.85092, 2.05271, -2.97929], [0.00894, 1.73570, -1.91864], [-1.11161, 2.56249, -1.91178], [-0.95789, 3.39778, -3.00293], [-1.79558, 4.39271, -3.44809], [-1.38654, 5.08255, -4.58808], [-0.19436, 4.77436, -5.23479], [0.64421, 3.76186, -4.77167], [0.22726, 3.09124, -3.64648], [-2.72086, 4.62404, -2.93916], [-2.01120, 5.87443, -4.97803], [0.08904, 5.33175, -6.11700], [1.57253, 3.51386, -5.26699]],
  "multiplicity": 5,
  "charge": 1,
  "mol_weight_g_mol": 754.42,
  "homo_ev": [-7.881, -10.828]
}


*B*
{
  "formula": "C35H26BN7O4RhS",
  "method": "the ωB97M-V functional and the def2-TZVPD basis",
  "symbols": ["Rh", "N", "C", "N", "C", "N", "N", "C", "C", "C", "C", "C", "C", "N", "C", "C", "C", "C", "C", "C", "H", "H", "H", "H", "H", "H", "H", "H", "H", "H", "H", "O", "S", "O", "N", "C", "C", "C", "C", "C", "C", "C", "C", "N", "C", "C", "C", "C", "C", "C", "C", "H", "H", "H", "H", "H", "H", "H", "H", "H", "H", "H", "O", "B", "O", "C", "C", "C", "C", "C", "C", "H", "H", "H", "H"],
  "xyz": [[0.17930, -0.57668, -0.66727], [-3.97981, -1.07009, -2.13533], [-2.77000, -0.57854, -1.87872], [-1.74425, -1.30568, -1.55916], [-1.88898, -2.70544, -1.42600], [-0.89891, -3.42476, -1.04407], [0.23088, -2.71027, -0.80034], [1.31722, -3.37205, -0.42774], [2.46912, -2.62485, -0.17156], [3.73285, -3.19194, 0.12376], [4.82309, -2.38717, 0.25579], [4.68550, -0.98386, 0.10156], [3.44539, -0.47063, -0.12736], [2.34377, -1.25319, -0.24628], [-3.19018, -3.29901, -1.74333], [-3.42602, -4.67147, -1.69769], [-4.67921, -5.17166, -1.99150], [-5.71709, -4.30775, -2.33430], [-5.50102, -2.94423, -2.38578], [-4.23853, -2.45096, -2.09028], [-4.73257, -0.43273, -2.33994], [-2.66504, 0.49914, -1.93738], [1.28836, -4.45025, -0.33304], [3.80929, -4.26719, 0.21801], [5.79339, -2.81348, 0.47199], [5.53571, -0.32322, 0.18547], [3.27604, 0.59617, -0.20242], [-2.60892, -5.32448, -1.42457], [-4.85686, -6.23746, -1.95379], [-6.69784, -4.70236, -2.56175], [-6.30252, -2.26562, -2.65176], [-2.69632, 2.22625, -0.10990], [-1.59832, 1.64875, 0.62076], [-1.80888, 0.39553, 1.29322], [-0.36525, 1.35389, -0.44875], [-0.05912, 2.25672, -1.46997], [-0.42171, 3.58677, -1.54103], [0.01343, 4.38915, -2.61328], [0.79936, 3.88401, -3.61189], [1.18157, 2.52107, -3.58161], [1.98255, 1.90667, -4.56744], [2.30222, 0.57993, -4.46311], [1.81366, -0.15003, -3.36887], [1.05995, 0.39874, -2.44155], [0.74382, 1.71684, -2.51639], [-1.00115, 2.81959, 1.78922], [-1.91133, 3.22887, 2.75783], [-1.49940, 4.13902, 3.71578], [-0.20088, 4.63238, 3.69529], [0.69488, 4.21630, 2.72138], [0.30046, 3.29871, 1.75839], [-1.04507, 4.02905, -0.77751], [-0.28576, 5.42821, -2.63427], [1.13095, 4.51070, -4.42955], [2.33947, 2.49690, -5.40267], [2.91554, 0.08790, -5.20391], [2.04091, -1.20252, -3.24522], [-2.92057, 2.83816, 2.75890], [-2.19320, 4.46508, 4.47861], [0.11332, 5.34669, 4.44488], [1.70516, 4.60359, 2.71070], [0.99901, 2.94940, 1.01263], [0.63052, -1.59251, 2.11390], [0.95120, -0.58906, 1.23124], [1.54611, 0.50650, 1.83210], [1.58649, 0.16180, 3.17620], [2.06849, 0.89766, 4.22997], [1.97422, 0.30676, 5.49043], [1.41913, -0.95707, 5.65976], [0.93226, -1.69036, 4.57686], [1.03602, -1.09522, 3.34506], [2.49652, 1.88021, 4.08704], [2.34184, 0.84412, 6.35393], [1.36145, -1.38192, 6.65247], [0.49431, -2.67153, 4.69516]],
  "multiplicity": 5,
  "charge": 1,
  "mol_weight_g_mol": 754.42,
  "homo_ev": [-8.374, -10.405]
}


Of them, the most stable is *A* and the least stable is *B*.